The following is a quantum chemistry calculation of C16H48BHgN4O4 as an isolated structure in a non-equilibrium geometry, from the Open Molecules 2025 dataset.

Results
- ΔE to the lowest compared entry with this formula, charge and spin: 109.2 kcal/mol
- E_tot: -1336.18226 Ha
- Gap between HOMO and LUMO: 8.03 eV
- E_LUMO: -2.40 eV

ORCA input file:
```
! RIJCOSX wB97M-V def2-TZVPD def2/J DEFGRID3
* xyz 1 1
Hg 0.03071 0.22067 -1.72675
B 0.46933 1.09287 0.45652
H 0.14232 0.72473 1.41661
H -0.41760 1.36728 -0.09328
H 1.10789 1.94649 0.62327
H 1.01208 0.27235 0.01331
C -3.26851 -1.95857 -2.41895
C -2.98851 -0.65701 -1.69816
C -2.47016 -0.76203 -0.23585
O -1.14903 -1.28785 -0.14847
C -0.79175 -1.93775 1.09801
N -2.17074 0.21733 -2.49509
H -4.14683 -2.53774 -2.13397
H -2.52127 -2.73012 -2.23345
H -3.29751 -1.92475 -3.50804
H -3.93914 -0.19927 -1.42453
H -3.14399 -1.39718 0.33916
H -2.55504 0.25020 0.15946
H 0.18941 -2.39897 0.98533
H -1.48349 -2.75407 1.30591
H -0.80827 -1.22676 1.92403
H -2.51498 0.14857 -3.44212
H -2.55138 1.11849 -2.24388
C 0.69449 1.82145 -6.01167
C 0.74688 1.55431 -4.49743
C -0.27540 2.42735 -3.81806
O -0.10823 2.54609 -2.40735
C -1.05834 3.51560 -1.77321
N 0.49780 0.14858 -4.11549
H 0.28582 2.77335 -6.35077
H 0.13834 1.03140 -6.51628
H 1.66722 1.72781 -6.49450
H 1.68190 1.97900 -4.13209
H -1.32976 2.21299 -3.99268
H -0.26876 3.48197 -4.09343
H -1.30247 3.28156 -0.73701
H -2.03239 3.38964 -2.24593
H -0.68304 4.49277 -2.07718
H -0.14635 -0.17587 -4.82253
H 1.31637 -0.39894 -4.33970
C -1.82890 -1.34950 7.50306
C -0.93096 -0.17820 7.58831
C -0.29967 0.25769 6.20692
O 0.83006 -0.47104 5.75248
C 1.56123 -0.03565 4.68457
N -1.66470 0.82494 8.30255
H -1.24819 -2.14108 7.02947
H -2.59315 -1.08169 6.77348
H -2.18705 -1.66625 8.48260
H -0.04587 -0.50285 8.13540
H 0.00330 1.30459 6.18908
H -1.08041 0.19068 5.44925
H 1.05316 -0.04530 3.72027
H 2.38603 -0.74556 4.62274
H 1.99844 0.93173 4.93186
H -1.28430 1.73398 8.08108
H -1.65525 0.66474 9.29972
C 2.91288 -3.28614 -1.37684
C 2.30775 -1.86929 -1.35865
C 3.07729 -0.70892 -2.10893
O 2.32316 0.43918 -2.00701
C 3.14435 1.62764 -1.74471
N 0.94660 -1.98206 -1.88934
H 2.23575 -3.85701 -0.74149
H 3.80579 -3.39511 -0.76126
H 3.11295 -3.72069 -2.35626
H 2.17625 -1.53428 -0.32978
H 2.95909 -1.05401 -3.13608
H 4.10279 -0.59329 -1.75811
H 3.50895 1.99940 -2.70228
H 3.94772 1.57696 -1.00977
H 2.45278 2.45421 -1.58158
H 0.45114 -2.61241 -1.27512
H 0.96339 -2.57139 -2.70941
*
```

Charges obtained by Mulliken population analysis, quoted in units of e: Hg 3.8594; B 0.7081; H -0.5455; H -0.5524; H -0.1779; H -1.0394; C -1.5138; C 0.4834; C -1.0760; O -0.2046; C -0.9888; N -0.6460; H 0.4185; H 0.2636; H 0.3997; H 0.3451; H 0.6032; H 0.2369; H 0.2346; H 0.3639; H 0.3392; H 0.2359; H 0.1087; C -1.3990; C 0.9345; C -1.0877; O -0.3206; C -0.9475; N -0.4390; H 0.3602; H 0.3475; H 0.3742; H -0.3417; H 0.3185; H 0.6727; H 0.2474; H 0.3996; H 0.3171; H 0.2406; H 0.2181; C -1.3085; C 0.4970; C -0.6095; O -0.3399; C -0.5477; N -0.6573; H 0.3043; H 0.3055; H 0.3668; H 0.1933; H 0.3558; H 0.2441; H 0.0770; H 0.2714; H 0.3621; H 0.2213; H 0.2594; C -1.5422; C 0.3144; C -0.9532; O -0.1777; C -1.1581; N -0.7243; H 0.4455; H 0.4226; H 0.3736; H 0.0171; H 0.2026; H 0.5353; H 0.3503; H 0.4652; H 0.2267; H 0.2037; H 0.2523